Record 1
This record from OMol25 describes a structure of composition C40H49BCrN5O3PSSb2Se2. The level of theory is wB97M-V/def2-TZVPD.

CARTESIAN COORDINATES (ANGSTROEM)
Cr1 -0.01362 -0.02587 0.11948
Se1 -0.51646 -2.33429 1.20110
P1 1.33764 -1.98771 2.26255
Se2 2.29439 -0.27871 1.34164
C1 2.38772 -3.45368 2.17826
C2 3.59211 -3.45889 1.48679
C3 4.32412 -4.63546 1.38249
C4 3.85264 -5.80208 1.96259
C5 2.64872 -5.79699 2.65958
C6 1.91724 -4.62839 2.76674
C7 1.05896 -1.68376 4.01290
C8 -0.21474 -1.66680 4.56468
C9 -0.37564 -1.36456 5.91203
C10 0.72732 -1.08253 6.69884
C11 2.00556 -1.10314 6.14686
C12 2.17141 -1.39848 4.80750
H1 3.95874 -2.54267 1.03975
H2 5.26770 -4.63560 0.85270
H3 4.42486 -6.71646 1.88120
H4 2.28515 -6.70433 3.12235
H5 0.97879 -4.62960 3.30990
H6 -1.07464 -1.87130 3.93912
H7 -1.36803 -1.34343 6.34183
H8 0.59779 -0.84288 7.74586
H9 2.86764 -0.88422 6.76228
H10 3.16715 -1.40197 4.37767
C13 -3.81377 -1.05293 0.80795
Sb1 -2.63836 -0.13358 -0.70793
C14 -3.52634 1.78825 -0.69342
C15 -3.66086 -1.15588 -2.33543
C16 -4.48480 -0.27218 -3.23686
C17 -5.74470 0.11072 -2.77563
C18 -6.56755 0.95052 -3.50552
C19 -6.13043 1.42040 -4.73501
C20 -4.89694 1.02051 -5.21956
C21 -4.05941 0.16583 -4.50147
C22 -2.74714 -0.24414 -5.10937
Sb2 -1.15172 0.60589 -3.93515
C23 -1.59407 2.62967 -4.45651
C24 0.47178 0.39212 -5.30270
H11 -3.52186 -0.65728 1.78003
H12 -3.65383 -2.13105 0.79844
H13 -4.86532 -0.84546 0.60920
H14 -4.48191 1.77285 -1.21355
H15 -2.86463 2.51604 -1.15813
H16 -3.67350 2.04815 0.35500
H17 -4.31905 -1.83212 -1.78880
H18 -2.92725 -1.74793 -2.88121
H19 -6.08521 -0.26249 -1.81524
H20 -7.53816 1.23129 -3.11970
H21 -6.75444 2.07922 -5.32389
H22 -4.57116 1.36424 -6.19402
H23 -2.67635 0.10525 -6.13881
H24 -2.62803 -1.32963 -5.11070
H25 -1.71186 2.71995 -5.53639
H26 -0.78122 3.27125 -4.11867
H27 -2.51675 2.94474 -3.97022
H28 0.22805 0.87844 -6.24599
H29 0.69444 -0.65914 -5.48509
H30 1.34794 0.87102 -4.86528
O1 -1.70658 0.59001 2.78665
B1 -0.67911 0.95032 1.89804
O2 -0.01808 2.08709 2.44220
C25 -0.62334 2.36167 3.64698
C26 -0.32812 3.35011 4.55600
C27 -1.11756 3.39461 5.70518
C28 -2.15054 2.48530 5.90968
C29 -2.43836 1.49132 4.97349
C30 -1.64767 1.46030 3.84936
H31 0.47112 4.05893 4.38675
H32 -0.92592 4.15599 6.44841
H33 -2.74477 2.55259 6.81033
H34 -3.24071 0.78165 5.11947
C31 3.67932 3.40234 2.35827
C32 3.25755 3.44799 0.92963
C33 3.96881 4.00324 -0.09956
C34 3.39238 3.99265 -1.37751
N1 2.20879 3.44802 -1.63205
C35 1.55240 2.86733 -0.63459
S1 0.01837 2.13705 -0.89658
N2 2.06240 2.90654 0.62297
C36 4.11094 4.58857 -2.54437
H35 4.62324 3.92351 2.49358
H36 3.79188 2.36615 2.68150
H37 2.92105 3.86373 2.99234
H38 4.93034 4.45882 0.08043
H39 1.47159 2.52945 1.36958
H40 4.94603 5.21318 -2.23669
H41 3.41369 5.16574 -3.14869
H42 4.49026 3.77749 -3.16880
C37 2.29833 -4.05765 -3.26951
N3 2.08282 -2.72750 -2.74767
C38 3.08460 -1.68474 -2.65319
C39 2.29613 -0.56632 -1.97888
O3 2.74680 0.52892 -1.75797
N4 1.01887 -1.03863 -1.67440
C40 0.96748 -2.27907 -2.15589
N5 -0.15041 -3.02100 -2.12783
H43 3.15563 -4.03254 -3.93839
H44 1.44003 -4.38567 -3.85696
H45 2.49841 -4.78068 -2.47491
H46 3.45080 -1.37338 -3.63209
H47 3.92896 -1.96980 -2.02140
H48 -0.86667 -2.69984 -1.49703
H49 -0.09931 -4.01254 -2.28300

Multiplicity: 4
Total charge: +1
E_tot (a.u.): -9145.39389
E_LUMO (alpha / beta) (eV): -2.517 / -2.134
Max |F| (hartree/bohr): 0.01392
Kohn-Sham gap (alpha / beta) (eV): 7.157 / 7.543


Record 2
This record from OMol25 describes a structure of composition C40H49Br2N8O8RbSSi. The level of theory is wB97M-V/def2-TZVPD.

CARTESIAN COORDINATES (ANGSTROEM)
Rb1 0.27851 0.16347 -0.29020
O1 -4.59746 1.84416 -4.29928
C1 -3.91849 1.36561 -3.20627
C2 -3.05479 2.15846 -2.47658
C3 -2.39873 1.59996 -1.38681
N1 -2.58200 0.33499 -0.99068
C4 -3.42062 -0.41979 -1.71683
C5 -4.09831 0.04761 -2.83568
C6 -3.67050 -1.87732 -1.32546
O2 -3.39288 -2.71960 -2.19982
O3 -4.20426 -2.06178 -0.20684
C7 -1.40384 2.49172 -0.63617
O4 -1.79252 2.97429 0.44197
O5 -0.29297 2.63734 -1.20714
H1 -4.32748 2.75855 -4.43096
H2 -2.85564 3.18864 -2.75260
H3 -4.73148 -0.61746 -3.40590
N2 7.16324 -5.80566 -0.78607
C8 6.07352 -4.91147 -0.74488
C9 4.83106 -5.33683 -0.28015
C10 3.75161 -4.46930 -0.27725
C11 3.90664 -3.16868 -0.72968
C12 5.13457 -2.73820 -1.19770
C13 6.21314 -3.60763 -1.21305
S1 2.50214 -2.08228 -0.71381
O6 1.46360 -2.78380 -1.43223
O7 2.93073 -0.81746 -1.29091
N3 1.99380 -1.91048 0.78184
C14 2.84258 -1.53181 1.75892
N4 4.15896 -1.31838 1.51747
C15 4.91984 -0.98991 2.54641
C16 4.43994 -0.83803 3.83521
C17 3.07281 -1.04644 3.98045
N5 2.27956 -1.39098 2.98890
H4 7.09938 -6.53293 -0.08968
H5 8.05571 -5.33970 -0.72074
H6 4.71107 -6.35453 0.07543
H7 2.78283 -4.79581 0.07961
H8 5.23474 -1.71274 -1.52691
H9 7.17624 -3.27163 -1.58279
H10 5.97352 -0.83003 2.32523
H11 5.07298 -0.54914 4.66179
H12 2.59452 -0.92316 4.95010
N6 -5.83448 -0.77615 1.46537
C18 -5.32728 -0.35511 2.63153
O8 -5.97611 0.18791 3.52148
C19 -3.85749 -0.63776 2.76242
C20 -3.39128 -1.92479 2.97074
C21 -2.02696 -2.13300 3.04582
C22 -1.17910 -1.04460 2.90524
N7 -1.61707 0.19766 2.69207
C23 -2.93080 0.38649 2.61191
H13 -6.81370 -0.61840 1.29952
H14 -5.23200 -1.26769 0.78647
H15 -4.08794 -2.75159 3.02816
H16 -1.61328 -3.12385 3.17846
H17 -0.10216 -1.17892 2.95283
H18 -3.25478 1.39966 2.39324
C24 -0.21153 5.32435 5.17178
C25 0.04598 3.97783 4.47761
C26 -1.26625 3.49534 3.83346
C27 0.40221 2.94318 5.55453
Si1 1.44211 4.10326 3.16602
Br1 1.33186 2.20883 2.00218
C28 1.17403 5.51755 1.89119
C29 1.88847 5.21619 0.56266
C30 1.66785 6.86736 2.43658
C31 -0.31301 5.66828 1.53150
C32 3.21838 4.11636 3.93014
C33 4.26778 4.39930 2.84540
C34 3.35927 5.17524 5.03344
C35 3.59888 2.75329 4.52708
H19 -0.98667 5.18670 5.93490
H20 -0.57667 6.07962 4.47422
H21 0.67344 5.72433 5.67142
H22 -2.01391 3.37652 4.62759
H23 -1.15335 2.53092 3.33696
H24 -1.66671 4.19095 3.10211
H25 -0.46820 2.80008 6.20448
H26 1.23378 3.26342 6.18531
H27 0.64479 1.97281 5.11562
H28 2.95870 5.04565 0.67049
H29 1.75586 6.08077 -0.09955
H30 1.44576 4.35199 0.06428
H31 2.74951 6.89893 2.58077
H32 1.19337 7.13269 3.38467
H33 1.41329 7.65199 1.71425
H34 -0.73951 4.74086 1.13771
H35 -0.39236 6.42738 0.74276
H36 -0.91246 6.01732 2.37343
H37 4.18200 5.39906 2.41994
H38 4.20447 3.67379 2.03197
H39 5.26666 4.31352 3.29056
H40 3.09671 6.17892 4.69560
H41 4.40186 5.20314 5.37417
H42 2.74166 4.93928 5.90171
H43 3.58419 1.96738 3.77340
H44 2.95015 2.44204 5.34259
H45 4.62081 2.81736 4.92272
Br2 2.10318 -3.85286 -5.97271
C36 1.23023 -2.54498 -4.89653
C37 1.87131 -1.35328 -4.62551
C38 1.19355 -0.44190 -3.82915
N8 -0.01670 -0.65417 -3.32395
C39 -0.60783 -1.81836 -3.59413
C40 -0.02367 -2.80056 -4.38626
H46 2.86554 -1.14367 -4.99238
H47 1.66164 0.50241 -3.57331
H48 -1.58758 -2.00085 -3.15864
H49 -0.53802 -3.73344 -4.56461

Total charge: -2
E_tot (a.u.): -8453.71517
E_LUMO (eV): 3.667
Max |F| (hartree/bohr): 0.01040
Kohn-Sham gap (eV): 7.065


Record 3
This record from OMol25 describes a structure of composition C40H49Br2N8O8RbSSi. The level of theory is wB97M-V/def2-TZVPD.

CARTESIAN COORDINATES (ANGSTROEM)
Rb1 0.81896 -1.01711 1.04092
O1 -5.53544 -3.63700 0.80048
C1 -4.21552 -3.27021 0.71525
C2 -3.45491 -3.03580 1.84500
C3 -2.11980 -2.68414 1.68147
N1 -1.56680 -2.55255 0.47701
C4 -2.31838 -2.75422 -0.60758
C5 -3.65393 -3.11990 -0.54107
C6 -1.65206 -2.54834 -1.97830
O2 -2.40652 -2.45459 -2.96331
O3 -0.38716 -2.53488 -1.96180
C7 -1.25823 -2.40347 2.93655
O4 -1.87249 -1.88862 3.89273
O5 -0.04667 -2.71457 2.85591
H1 -5.76538 -3.66649 1.73434
H2 -3.86122 -3.08550 2.84978
H3 -4.22113 -3.26197 -1.45035
N2 2.68230 -1.96385 8.29000
C8 2.80033 -1.36758 7.01070
C9 3.82220 -0.45880 6.74940
C10 3.91588 0.14927 5.50636
C11 2.99642 -0.14755 4.51523
C12 1.96493 -1.04362 4.76891
C13 1.86755 -1.64222 6.01414
S1 3.20200 0.55108 2.89106
O6 3.51252 -0.59277 2.03643
O7 4.23714 1.55882 2.99625
N3 1.82316 1.08566 2.37453
C14 0.87434 1.67787 3.11361
N4 1.11520 2.11802 4.36990
C15 0.06938 2.55316 5.05860
C16 -1.21436 2.59999 4.54716
C17 -1.34456 2.19567 3.22148
N5 -0.33687 1.76020 2.48787
H4 3.58113 -2.12119 8.72195
H5 2.17046 -2.83232 8.25337
H6 4.54146 -0.21895 7.52633
H7 4.70007 0.86543 5.29179
H8 1.19445 -1.30084 4.04357
H9 1.04709 -2.32980 6.19479
H10 0.27202 2.88184 6.07630
H11 -2.05928 2.93224 5.13344
H12 -2.31308 2.23036 2.72662
N6 1.51315 -2.93931 -4.04857
C18 2.81183 -2.71595 -3.77825
O8 3.74048 -3.31501 -4.32172
C19 3.09605 -1.65633 -2.75343
C20 4.27587 -1.73297 -2.02310
C21 4.53423 -0.76737 -1.07199
C22 3.62946 0.27730 -0.92516
N7 2.51574 0.39668 -1.64733
C23 2.24778 -0.58669 -2.51732
H13 1.35245 -3.69538 -4.69423
H14 0.74398 -2.68626 -3.39129
H15 4.94808 -2.56197 -2.20450
H16 5.40114 -0.81228 -0.42533
H17 3.81380 1.05462 -0.19000
H18 1.30763 -0.50677 -3.05691
C24 -4.01424 4.05671 -1.99520
C25 -3.08400 3.11849 -1.21276
C26 -3.94821 2.02861 -0.55757
C27 -2.45194 3.91181 -0.05879
Si1 -1.70519 2.35495 -2.31962
Br1 -0.94007 0.65851 -1.14423
C28 -2.38053 1.57791 -3.93945
C29 -1.41732 0.51063 -4.49326
C30 -2.61645 2.64846 -5.01753
C31 -3.70841 0.84507 -3.68883
C32 -0.23954 3.56045 -2.60062
C33 0.71790 3.02192 -3.67420
C34 -0.72251 4.94884 -3.04615
C35 0.60603 3.71781 -1.32393
H19 -4.73068 4.51507 -1.30040
H20 -4.59578 3.52121 -2.75028
H21 -3.48006 4.87039 -2.49590
H22 -4.72434 2.52131 0.04273
H23 -3.35836 1.39787 0.11174
H24 -4.44562 1.37406 -1.27394
H25 -3.24657 4.22121 0.63350
H26 -1.94433 4.81959 -0.39400
H27 -1.73321 3.30964 0.50592
H28 -0.41247 0.88641 -4.68321
H29 -1.81925 0.14671 -5.44816
H30 -1.35599 -0.35171 -3.82631
H31 -1.68985 3.12693 -5.35092
H32 -3.29897 3.43653 -4.68407
H33 -3.07123 2.17539 -5.89724
H34 -3.60834 0.05795 -2.93492
H35 -4.00589 0.34794 -4.62108
H36 -4.51799 1.52461 -3.40815
H37 0.26133 2.94824 -4.66439
H38 1.12596 2.04896 -3.39214
H39 1.56743 3.71331 -3.75364
H40 -1.33257 4.91816 -3.95381
H41 0.15309 5.57517 -3.26215
H42 -1.29854 5.45890 -2.26850
H43 1.05040 2.76787 -1.02051
H44 0.05156 4.11564 -0.47482
H45 1.42643 4.41472 -1.54118
Br2 3.86354 -7.82805 0.39989
C36 3.22157 -6.03964 0.31571
C37 3.90255 -5.03991 0.98542
C38 3.39324 -3.75135 0.89045
N8 2.30398 -3.44616 0.19207
C39 1.65870 -4.42456 -0.43771
C40 2.08264 -5.75020 -0.40853
H46 4.79321 -5.24534 1.56263
H47 3.87519 -2.92299 1.40477
H48 0.77346 -4.11990 -0.98984
H49 1.53336 -6.51728 -0.93456

Total charge: -2
E_tot (a.u.): -8453.74519
E_LUMO (eV): 3.570
Max |F| (hartree/bohr): 0.01816
Kohn-Sham gap (eV): 7.039


Record 4
This record from OMol25 describes a structure of composition C40H49N9O4P2S7Sr. The level of theory is wB97M-V/def2-TZVPD.

CARTESIAN COORDINATES (ANGSTROEM)
Sr1 0.99978 0.85918 -0.02539
N1 5.33041 -0.78302 -2.22583
C1 4.07062 -0.55558 -1.67268
S1 3.43759 1.02995 -1.90396
N2 3.55668 -1.61413 -1.10769
N3 2.31635 -1.45458 -0.51102
C2 1.64638 -2.53681 -0.48202
C3 0.34994 -2.75425 0.24039
C4 -0.63021 -4.04552 1.89059
C5 -2.09454 -3.81803 1.90881
C6 -2.71374 -2.95170 1.07071
C7 -2.16021 -2.10004 0.06874
C8 -0.82509 -1.88277 -0.27854
O1 -0.48141 -0.89534 -0.99145
H1 5.87469 0.06292 -2.28826
H2 5.80704 -1.55815 -1.78715
H3 2.08317 -3.41094 -0.97051
H4 -0.32328 -4.80600 2.60715
H5 -2.67983 -4.36243 2.64019
H6 -3.79352 -2.86962 1.18487
H7 -2.83442 -1.38475 -0.39438
S2 5.81111 6.39703 -0.58653
C9 4.66581 5.31840 -0.01026
S3 2.98129 5.49019 -0.25856
C10 2.41091 4.01591 0.50905
C11 3.39309 3.22349 1.01414
S4 3.31153 1.69414 1.85242
S5 5.02127 3.84018 0.76539
S6 0.67098 3.79468 0.47459
N4 -1.25372 0.90674 -3.63116
P1 0.40530 1.05153 -3.13881
C12 1.01676 2.46163 -4.13280
C13 0.97190 2.51617 -5.52535
C14 1.45083 3.62640 -6.20148
C15 1.98738 4.69310 -5.48706
C16 2.03141 4.65128 -4.10256
C17 1.54149 3.53995 -3.42657
C18 1.02127 -0.39672 -4.07536
C19 2.25869 -0.39622 -4.71695
C20 2.74942 -1.55517 -5.29868
C21 2.01299 -2.73074 -5.25184
C22 0.78487 -2.74531 -4.60688
C23 0.29790 -1.58845 -4.01309
C24 -2.29007 1.16143 -2.76848
C25 -3.56576 0.61717 -3.00598
C26 -4.58045 0.92209 -2.12947
C27 -4.32242 1.75440 -1.04261
C28 -3.02934 2.22755 -0.89087
N5 -2.03502 1.94478 -1.72486
H8 -1.48122 0.31745 -4.41630
H9 0.57015 1.67578 -6.08157
H10 1.41762 3.65946 -7.28449
H11 2.37662 5.55591 -6.01502
H12 2.45471 5.47116 -3.53619
H13 1.56183 3.51919 -2.34112
H14 2.85458 0.50616 -4.72765
H15 3.72356 -1.54226 -5.77164
H16 2.40538 -3.63687 -5.69829
H17 0.21250 -3.66308 -4.54120
H18 -0.63296 -1.61470 -3.45842
H19 -3.72686 -0.04041 -3.85145
H20 -5.57216 0.51295 -2.28529
H21 -5.10258 2.02697 -0.34513
H22 -2.76070 2.87428 -0.06102
C29 -0.69007 -1.19138 5.28591
O2 -0.06369 0.07206 5.46533
P2 1.08872 0.47103 4.33269
O3 2.21777 -0.56610 4.89952
C30 3.33617 -0.84111 4.04844
O4 1.53713 1.84380 5.06013
C31 1.27589 3.08155 4.37810
H23 -1.52729 -1.24295 5.98409
H24 0.00775 -2.00388 5.50414
H25 -1.06575 -1.31895 4.26592
H26 3.81692 -1.73572 4.44269
H27 4.03557 -0.00518 4.04870
H28 3.01911 -1.02831 3.01956
H29 2.21498 3.62168 4.27620
H30 0.56977 3.65973 4.97961
H31 0.87386 2.92570 3.37538
N6 -1.15406 0.85406 1.52331
C32 -2.01548 0.76595 2.28315
N7 -3.00409 0.63230 3.15550
C33 -2.90583 1.32369 4.44324
C34 -3.62520 2.66464 4.40239
C35 -5.06558 2.48381 3.92868
C36 -5.09769 1.78513 2.57065
C37 -4.35392 0.45462 2.62151
H32 -1.85437 1.42231 4.70289
H33 -3.36423 0.67145 5.19520
H34 -3.08981 3.33383 3.72193
H35 -3.59590 3.11994 5.39512
H36 -5.57316 3.44904 3.86923
H37 -5.61392 1.87874 4.66129
H38 -4.61781 2.42662 1.82648
H39 -6.12681 1.61504 2.24253
H40 -4.26861 0.00131 1.63415
H41 -4.87882 -0.25059 3.27484
C38 -0.53245 -4.64996 -1.85204
N8 -0.88514 -4.91304 -0.46274
C39 0.00604 -4.28294 0.49393
S7 0.37738 -2.47591 2.06939
N9 1.14912 -5.18066 0.61976
C40 2.30728 -4.86195 1.44239
H42 -1.16303 -5.25743 -2.50443
H43 0.50432 -4.92811 -2.05521
H44 -0.64883 -3.59801 -2.14044
H45 -1.81409 -4.54619 -0.29263
H46 1.43776 -5.48311 -0.29913
H47 2.02646 -4.82505 2.49470
H48 2.81283 -3.92092 1.20304
H49 3.02448 -5.67660 1.31777

Total charge: -2
E_tot (a.u.): -5848.37742
E_LUMO (eV): 3.697
Max |F| (hartree/bohr): 0.01064
Kohn-Sham gap (eV): 4.930